{
  "formula": "C51H127N9O",
  "method": "wB97M-V/def2-TZVPD",
  "gap_ev": 8.4,
  "multiplicity": 1,
  "smiles": "CCN(CC)CC.CCN(CC)CC.CCN(CC)CC.CCN(CC)CC.CCN(CC)CC.CCN(CC)CC.CCN(CC)CC.CCN(CC)CC.CNC(C)=O",
  "relative_energy_kcal_mol": 78.2,
  "lumo_energy_ev": 0.58,
  "total_energy_ha": -2587.202862,
  "elements": ["O", "H", "C", "H", "H", "H", "C", "H", "H", "H", "H", "H", "H", "C", "H", "H", "H", "C", "H", "C", "H", "H", "C", "C", "H", "H", "H", "C", "H", "C", "H", "H", "H", "H", "H", "H", "H", "C", "H", "H", "H", "C", "C", "H", "H", "C", "H", "H", "H", "H", "H", "H", "H", "H", "H", "H", "C", "H", "C", "N", "H", "H", "C", "H", "C", "C", "H", "C", "H", "H", "H", "H", "C", "H", "H", "C", "H", "C", "H", "H", "H", "H", "H", "C", "H", "H", "H", "C", "H", "H", "H", "H", "C", "H", "H", "C", "C", "H", "H", "H", "H", "C", "H", "C", "C", "H", "H", "C", "H", "C", "C", "N", "H", "H", "H", "H", "H", "C", "H", "H", "C", "H", "H", "C", "H", "H", "H", "H", "C", "C", "H", "N", "H", "C", "C", "N", "H", "H", "H", "H", "H", "H", "H", "H", "C", "H", "H", "H", "H", "H", "C", "H", "H", "H", "H", "H", "C", "H", "H", "H", "N", "C", "H", "N", "N", "H", "H", "H", "C", "C", "H", "H", "H", "H", "N", "H", "H", "H", "H", "C", "C", "C", "H", "C", "C", "N", "H", "H"],
  "positions_angstrom": [[-0.58, 1.18, -0.61], [-3.24, -2.36, 1.59], [5.96, -2.83, -3.44], [6.74, -3.16, -4.12], [1.40, 4.88, 2.02], [1.39, 1.21, 1.13], [-0.66, -3.80, 3.40], [3.12, 3.08, 2.16], [-6.09, -1.00, -1.41], [0.57, 1.23, 4.59], [0.41, -2.08, 4.12], [-3.38, -3.86, 2.51], [1.75, -0.14, 4.49], [-1.80, -3.32, -4.46], [-0.22, -1.84, -3.92], [-5.12, -0.80, -3.72], [2.05, -5.55, 0.89], [1.16, 5.03, -6.01], [-1.57, -5.01, 1.16], [4.57, -0.02, 1.01], [2.81, 2.09, -8.24], [-0.18, -0.32, 8.09], [5.27, -1.58, -3.95], [5.99, -0.29, 0.47], [2.43, -1.10, -1.10], [-9.62, -4.01, -0.21], [-0.83, -4.86, 3.61], [1.34, 2.80, -6.64], [1.43, -5.35, 2.52], [0.09, 0.40, 7.32], [-0.74, 3.70, 0.88], [1.40, -3.70, 4.17], [-0.31, 2.57, 7.25], [-9.48, -4.18, -1.96], [-1.76, 6.43, 3.16], [0.19, 6.39, 4.33], [0.38, 0.70, 2.44], [-0.67, 0.01, -0.25], [6.25, -0.49, 3.04], [-2.74, -4.69, -2.30], [1.31, 1.79, -6.25], [2.08, 1.29, 6.17], [0.51, 5.21, 2.55], [2.23, 1.45, 4.03], [4.12, -0.93, 7.94], [0.17, 3.42, -4.64], [4.65, -2.20, 2.65], [3.90, -0.88, 1.09], [1.84, 5.16, -6.85], [-3.73, 0.23, -3.79], [3.11, 1.71, -4.70], [1.84, -0.21, 1.86], [-0.42, 1.93, -3.14], [5.24, -3.64, -3.35], [-5.81, -3.51, 2.84], [3.79, -2.23, 6.96], [-4.32, -0.47, -4.38], [0.11, 1.29, -4.68], [2.68, 2.82, -7.44], [4.24, -1.03, -2.98], [1.34, 7.16, 3.13], [-4.20, -4.11, -4.26], [-1.83, 5.79, 2.28], [1.64, -1.68, 8.03], [-6.08, -0.46, -0.46], [1.19, -5.21, 1.46], [-8.96, -1.84, -1.38], [-0.61, 4.71, 0.48], [-7.21, -4.14, 1.17], [-5.98, -3.38, 0.34], [-4.36, -4.64, -1.80], [2.37, 6.02, -4.40], [1.44, 6.14, -4.96], [3.16, 1.28, 6.24], [3.31, -2.87, -2.91], [0.79, -3.71, 1.36], [-1.48, -1.98, -0.79], [3.30, 0.65, -4.56], [0.15, 1.98, 8.80], [0.74, -3.37, 0.33], [-3.90, 6.54, 1.91], [-4.81, 0.07, -5.18], [6.38, -1.21, 0.89], [0.97, 6.24, 3.58], [0.23, 4.29, 3.06], [5.98, -0.32, -0.62], [-2.78, -1.09, -5.68], [1.99, -1.06, 7.20], [-0.70, 3.40, -5.29], [3.45, 0.86, -2.41], [0.67, 5.83, -0.88], [5.17, 0.20, 4.31], [-3.05, -3.44, 1.57], [0.32, -2.92, -5.14], [-0.37, 0.09, 6.39], [-0.39, 1.70, 7.89], [-6.83, -3.14, 0.97], [-2.11, -3.95, -5.29], [-8.27, -0.23, 0.00], [4.03, 0.33, -5.31], [-2.58, 7.37, 0.98], [3.02, -1.83, -3.07], [-4.90, -2.80, -3.33], [-1.73, -0.92, -0.85], [-8.25, -2.61, -1.09], [0.34, 4.10, -1.34], [4.01, -0.68, 6.23], [-2.95, 6.43, 1.38], [-1.56, -3.81, 0.06], [4.15, 2.99, 1.84], [4.96, 1.89, 2.61], [-0.55, 5.69, 1.57], [-0.71, -1.70, -5.57], [3.57, 2.77, -6.82], [0.52, 3.03, -7.31], [1.50, 4.42, -0.07], [-5.77, -1.83, 2.38], [1.98, -1.51, -2.01], [-1.45, 1.68, 8.16], [5.08, -2.28, 4.33], [4.54, -1.68, 3.60], [6.69, 0.50, 0.76], [1.53, -3.09, 1.86], [-8.93, -3.95, -1.05], [1.35, 7.15, -5.36], [-1.89, -0.69, -1.91], [1.76, 5.87, 4.22], [0.21, -3.31, 5.31], [0.94, 0.33, 1.58], [3.99, 0.42, -3.26], [4.81, -1.84, -4.91], [-2.93, -2.46, -4.02], [0.11, 4.17, -3.85], [-3.52, -1.61, -5.07], [-3.98, -3.35, -3.51], [1.33, 3.70, -5.48], [0.13, 5.16, -6.35], [5.99, -0.81, -4.22], [2.54, -1.86, -4.05], [-7.14, -0.58, 1.33], [-3.32, -3.22, -1.44], [0.64, 6.14, -4.22], [4.94, 0.95, -3.28], [-1.60, -3.34, 3.70], [-1.64, -3.92, 1.15], [1.34, -2.37, -1.79], [-3.16, 5.82, 0.50], [-5.33, -0.93, 0.17], [-4.07, -2.21, -5.79], [-0.18, -1.34, 1.16], [3.52, -1.18, 7.06], [4.15, 2.86, 0.76], [-5.90, 0.61, -0.54], [1.32, 1.89, -3.48], [2.74, 3.75, -8.01], [4.05, 0.78, 0.48], [-7.39, -0.80, 0.29], [-7.21, -2.61, 2.97], [-1.49, -4.07, -3.73], [-7.47, -2.69, -1.85], [0.05, -0.45, 0.76], [-3.57, -3.99, -2.17], [3.48, -1.60, 3.82], [-7.78, -2.20, 0.28], [1.51, 0.35, 7.17], [-8.22, -4.76, -0.92], [1.78, 2.31, 6.40], [-3.73, -3.83, 0.81], [-0.58, -2.42, -4.77], [0.59, 4.79, -0.54], [2.31, 0.23, -4.74], [6.02, 1.83, 2.38], [-1.48, 4.87, -0.14], [1.19, -0.84, -2.37], [-0.53, -3.40, 1.99], [4.62, 3.96, 2.02], [1.58, -1.46, 6.27], [4.86, 2.13, 3.67], [6.32, -2.53, -2.45], [1.60, 0.91, 4.74], [0.34, 2.04, -3.92], [0.45, -3.16, 4.25], [-2.65, -0.77, -0.29], [5.22, -0.32, 3.36], [-6.36, -2.74, 2.30], [4.51, 0.52, 2.45], [0.42, -5.93, 1.19], [-2.10, 4.81, 2.68]]
}